No. 1
This record from the Open Molecules 2025 dataset describes a 9-piece molecular cluster, C25H71F3N6O12S overall in a non-equilibrium geometry. The level of theory is ωB97M-V with the def2-TZVPD basis set.

## Properties
Spin multiplicity ... 1
ΔE to the lowest compared entry with this formula, charge and spin ... 872.3 kJ/mol
Frontier orbital gap ... 0.2232 hartree
DFT total energy ... -2923.90236 Eh

Cartesian coordinates (Å):
N (16.721, 2.727, 2.205)
H (17.640, 2.958, 2.553)
H (16.568, 3.200, 1.325)
H (16.000, 3.028, 2.844)
H (16.683, 1.727, 2.070)
C (16.215, -4.708, 1.051)
F (15.852, -5.874, 1.473)
F (17.144, -4.911, 0.175)
F (15.130, -4.100, 0.589)
S (16.921, -3.664, 2.438)
O (16.083, -3.856, 3.645)
O (18.255, -4.207, 2.668)
O (16.972, -2.238, 2.081)
C (23.598, -2.092, 2.769)
C (23.683, -3.484, 3.496)
O (25.029, -3.846, 3.838)
O (22.293, -1.680, 2.626)
H (24.236, -1.961, 1.895)
H (23.992, -1.294, 3.398)
H (23.285, -4.184, 2.761)
H (23.034, -3.568, 4.367)
H (25.447, -4.326, 3.119)
H (21.781, -2.482, 2.751)
C (16.497, -3.559, 9.615)
C (17.375, -4.786, 9.568)
O (16.746, -5.723, 8.578)
O (16.685, -2.750, 8.525)
H (16.604, -2.983, 10.535)
H (15.455, -3.870, 9.677)
H (17.450, -5.259, 10.547)
H (18.332, -4.575, 9.091)
H (16.898, -5.416, 7.682)
H (16.628, -3.261, 7.714)
C (13.458, 2.154, 6.146)
C (13.322, 3.666, 6.488)
C (13.275, 4.060, 8.002)
O (14.500, 3.897, 8.598)
C (14.776, 2.679, 9.318)
N (14.516, 4.270, 5.909)
H (14.360, 1.542, 6.129)
H (13.265, 2.119, 5.074)
H (12.718, 1.556, 6.679)
H (12.517, 4.036, 5.853)
H (12.430, 3.691, 8.584)
H (13.139, 5.141, 7.959)
H (15.782, 2.536, 9.711)
H (14.493, 1.861, 8.655)
H (14.159, 2.593, 10.212)
H (15.093, 4.353, 6.734)
H (14.345, 5.255, 5.769)
C (13.342, 6.439, -1.688)
C (13.596, 5.090, -1.031)
C (12.554, 3.952, -1.153)
O (12.972, 2.737, -0.497)
C (11.962, 1.751, -0.424)
N (14.923, 4.573, -1.460)
H (14.283, 6.986, -1.750)
H (12.618, 7.034, -1.131)
H (12.774, 6.352, -2.613)
H (13.578, 5.389, 0.017)
H (12.312, 3.696, -2.185)
H (11.718, 4.456, -0.668)
H (11.451, 1.429, -1.332)
H (11.113, 2.083, 0.174)
H (12.344, 0.868, 0.088)
H (15.239, 5.295, -2.092)
H (14.639, 4.009, -2.249)
C (10.207, -11.058, 3.385)
C (11.229, -11.305, 4.351)
C (12.244, -12.394, 3.879)
O (11.645, -13.663, 3.804)
C (12.542, -14.817, 3.673)
N (11.703, -9.999, 4.677)
H (9.803, -12.026, 3.089)
H (10.621, -10.725, 2.433)
H (9.415, -10.388, 3.721)
H (10.764, -11.753, 5.229)
H (13.100, -12.449, 4.551)
H (12.864, -12.140, 3.020)
H (12.675, -14.982, 2.604)
H (12.326, -15.682, 4.300)
H (13.541, -14.604, 4.053)
H (10.972, -9.319, 4.525)
H (12.349, -9.743, 3.944)
C (20.904, 0.515, -4.068)
C (19.604, 0.651, -3.145)
C (18.842, -0.609, -2.934)
O (18.320, -1.257, -4.139)
C (16.884, -1.228, -4.212)
N (19.996, 1.392, -1.942)
H (21.765, 0.782, -3.456)
H (20.822, 1.299, -4.821)
H (21.043, -0.532, -4.337)
H (18.772, 1.218, -3.561)
H (18.083, -0.403, -2.179)
H (19.432, -1.348, -2.392)
H (16.553, -0.249, -3.863)
H (16.423, -1.990, -3.583)
H (16.481, -1.410, -5.208)
H (20.568, 2.130, -2.327)
H (20.681, 0.762, -1.550)
C (12.233, -5.582, -8.818)
C (11.729, -7.016, -8.613)
C (11.389, -7.239, -7.125)
O (12.618, -7.345, -6.326)
C (12.513, -7.325, -4.937)
N (10.695, -7.399, -9.633)
H (11.708, -4.911, -8.138)
H (12.168, -5.306, -9.870)
H (13.255, -5.486, -8.449)
H (12.551, -7.685, -8.868)
H (10.831, -8.159, -6.944)
H (10.809, -6.448, -6.649)
H (11.998, -6.415, -4.628)
H (13.512, -7.411, -4.509)
H (11.875, -8.141, -4.598)
H (10.437, -8.376, -9.617)
H (10.890, -7.222, -10.608)

=====

No. 2
This record from the Open Molecules 2025 dataset describes a 11-piece molecular cluster, C25H72N6O11 overall in a non-equilibrium geometry. The level of theory is ωB97M-V with the def2-TZVPD basis set.

## Properties
Structure (SMILES) ... NC(N)=O.NC(N)=O.NC(N)=O.CC(C)O.CC(C)O.CC(C)O.CC(C)O.CC(C)O.CC(C)O.CC(C)O.CO
Spin multiplicity ... 1
ΔE to the lowest compared entry with this formula, charge and spin ... 921.2 kJ/mol
Frontier orbital gap ... 0.2991 hartree
DFT total energy ... -2151.55381 Eh

Cartesian coordinates (Å):
N (7.169, -17.172, 14.600)
C (7.898, -16.145, 14.454)
N (7.135, -15.178, 14.382)
O (9.216, -16.185, 14.137)
H (7.699, -18.064, 14.563)
H (6.197, -17.108, 14.622)
H (7.603, -14.242, 14.143)
H (6.172, -15.142, 14.614)
N (9.884, -17.586, 16.573)
C (9.236, -17.925, 17.659)
N (7.912, -17.728, 17.523)
O (9.760, -18.547, 18.756)
H (10.906, -17.349, 16.623)
H (9.446, -17.105, 15.853)
H (7.471, -17.863, 18.436)
H (7.583, -17.176, 16.754)
N (11.695, -22.380, 9.961)
C (12.652, -23.195, 10.370)
N (13.533, -22.704, 11.198)
O (12.880, -24.482, 9.851)
H (11.025, -22.905, 9.346)
H (11.442, -21.531, 10.562)
H (14.283, -23.243, 11.488)
H (13.541, -21.721, 11.493)
C (5.022, -19.743, 15.547)
C (6.321, -20.492, 15.576)
C (6.400, -21.812, 16.432)
O (6.902, -20.604, 14.445)
H (4.159, -20.406, 15.339)
H (5.114, -19.174, 14.637)
H (4.881, -19.168, 16.428)
H (7.035, -19.778, 16.088)
H (6.966, -22.477, 15.775)
H (5.389, -22.160, 16.590)
H (6.998, -21.671, 17.396)
H (7.804, -20.377, 14.562)
C (11.504, -20.572, 14.350)
C (10.236, -20.657, 15.198)
C (10.381, -20.780, 16.757)
O (9.493, -19.665, 14.957)
H (11.238, -21.037, 13.408)
H (12.187, -21.281, 14.854)
H (11.867, -19.563, 14.259)
H (9.470, -21.493, 14.906)
H (10.692, -21.825, 17.187)
H (9.377, -20.653, 17.195)
H (11.207, -20.076, 17.106)
H (9.814, -18.895, 15.399)
C (5.399, -19.351, 21.406)
C (6.678, -19.080, 20.624)
C (6.520, -19.818, 19.302)
O (6.910, -17.844, 20.294)
H (5.245, -20.415, 21.765)
H (4.481, -18.863, 21.042)
H (5.461, -18.736, 22.372)
H (7.517, -19.451, 21.271)
H (7.469, -19.998, 18.876)
H (5.889, -19.238, 18.537)
H (6.155, -20.852, 19.372)
H (7.833, -17.688, 20.559)
C (9.254, -18.924, 11.990)
C (9.106, -20.269, 11.338)
C (7.728, -20.818, 11.068)
O (9.764, -20.419, 10.286)
H (9.157, -18.129, 11.278)
H (10.190, -18.673, 12.504)
H (8.436, -18.772, 12.663)
H (9.428, -21.000, 12.002)
H (7.198, -20.670, 12.056)
H (7.799, -21.817, 10.768)
H (7.125, -20.262, 10.336)
H (9.342, -21.142, 9.852)
C (13.644, -17.254, 18.139)
C (13.611, -17.100, 16.644)
C (13.963, -18.417, 15.964)
O (12.472, -16.738, 16.116)
H (14.581, -17.652, 18.542)
H (13.009, -18.063, 18.406)
H (13.336, -16.454, 18.815)
H (14.417, -16.440, 16.360)
H (13.787, -18.338, 14.888)
H (13.202, -19.202, 16.175)
H (15.063, -18.806, 15.999)
H (12.672, -16.537, 15.198)
C (14.963, -20.629, 12.896)
C (14.125, -19.505, 12.226)
C (15.145, -18.470, 11.550)
O (13.316, -19.894, 11.350)
H (15.589, -20.093, 13.594)
H (15.702, -21.306, 12.357)
H (14.345, -21.278, 13.541)
H (13.432, -18.925, 12.937)
H (15.755, -17.946, 12.251)
H (14.422, -17.797, 11.015)
H (15.688, -18.959, 10.758)
H (12.937, -19.168, 10.978)
C (11.672, -14.703, 13.423)
C (12.297, -15.985, 12.943)
C (13.695, -15.910, 13.391)
O (11.828, -17.026, 13.439)
H (10.820, -14.561, 12.861)
H (12.281, -13.802, 13.245)
H (11.303, -14.772, 14.384)
H (12.173, -15.991, 11.877)
H (14.254, -15.213, 12.797)
H (14.269, -16.777, 13.366)
H (13.782, -15.536, 14.417)
H (10.829, -16.785, 13.533)
C (9.198, -23.647, 12.517)
O (8.264, -23.006, 13.242)
H (8.871, -23.672, 11.476)
H (9.172, -24.717, 12.860)
H (10.270, -23.330, 12.698)
H (7.372, -23.069, 12.875)

=====

What is the spin multiplicity in the second record? 1